(one)
Molecular formula: C4H5F2N
Method: DFT, ωB97M-V/def2-TZVPD

The geometry in XYZ format:
```
12
Properties=species:S:1:pos:R:3:mulliken_charge:R:1
C -0.173 1.444 0.347 -0.92
C -1.870 -0.990 -0.022 -0.26
C 0.183 0.248 -0.148 0.49
C 1.595 -0.287 -0.309 0.30
N -0.762 -0.731 -0.562 -0.43
F 1.966 -1.169 0.635 -0.24
F 2.469 0.735 -0.266 -0.27
H -1.102 1.866 0.436 0.38
H 0.536 2.102 0.660 0.32
H -2.354 -2.008 -0.447 0.22
H -2.322 -0.511 0.903 0.25
H 1.835 -0.698 -1.226 0.17
```

## Properties
charge: 0
highest occupied orbital energy: -9.65 eV
SMILES string: C=NC(=C)C(F)F
multiplicity: 1
M: 105.09 g mol⁻¹

=====

(two)
Molecular formula: C4H5F2N
Method: DFT, ωB97M-V/def2-TZVPD

The geometry in XYZ format:
```
12
Properties=species:S:1:pos:R:3:mulliken_charge:R:1
C -0.081 0.233 -0.164 -0.82
C -0.708 -0.839 0.030 0.67
C 3.026 -0.181 0.092 0.22
C -2.120 -0.319 -0.214 -0.65
N 3.860 0.573 0.655 -0.46
F -0.632 -2.077 0.503 -0.23
F 3.260 -1.261 -0.647 -0.23
H 1.987 0.292 0.091 0.44
H -2.830 -0.731 -0.989 0.32
H -1.860 0.859 -0.370 0.26
H -2.443 -0.430 0.835 0.23
H 4.814 0.307 0.537 0.25
```

## Properties
charge: 0
highest occupied orbital energy: -10.56 eV
multiplicity: 1
M: 105.09 g mol⁻¹

=====

Question: which arrangement is favored energetically? Ranking from most to least stable: (one), (two).

=====

(one)
Molecular formula: C2H2FO2S
Method: DFT, ωB97M-V/def2-TZVPD

The geometry in XYZ format:
```
8
Properties=species:S:1:pos:R:3:mulliken_charge:R:1
C -0.302 0.587 1.213 -0.59
C -0.552 0.039 0.015 0.26
O 1.404 -1.408 -0.895 -0.61
O 0.417 0.174 -2.580 -0.61
F -1.447 -1.088 -0.153 -0.29
S 0.941 -0.013 -1.218 0.44
H 0.469 1.366 1.429 0.22
H -0.930 0.344 2.189 0.19
```

## Properties
charge: -1
highest occupied orbital energy: -3.46 eV
multiplicity: 1
M: 109.10 g mol⁻¹

=====

(two)
Molecular formula: C2H2FO2S
Method: DFT, ωB97M-V/def2-TZVPD

The geometry in XYZ format:
```
8
Properties=species:S:1:pos:R:3:mulliken_charge:R:1
C -0.167 -1.006 0.763 0.08
C -0.485 -0.043 -0.026 -0.45
O 1.762 1.337 -0.289 -0.63
O 0.025 1.822 -1.950 -0.63
F -1.112 -1.573 1.556 -0.27
S 0.778 0.735 -1.251 0.41
H 0.732 -1.705 0.958 0.27
H -1.533 0.434 0.239 0.21
```

## Properties
charge: -1
highest occupied orbital energy: -3.46 eV
multiplicity: 1
M: 109.10 g mol⁻¹

=====

Question: which arrangement is favored energetically? Ranking from most to least stable: (two), (one).

=====

(one)
Molecular formula: C18H19N3O2
Method: DFT, ωB97M-V/def2-TZVPD

The geometry in XYZ format:
```
42
Properties=species:S:1:pos:R:3:mulliken_charge:R:1
C -3.199 -4.869 -4.475 -1.52
C -2.822 -3.662 -3.674 0.93
C -1.614 -3.593 -3.010 -0.60
C -1.277 -2.464 -2.261 -0.22
N -0.093 -2.383 -1.589 -0.06
C 0.349 -1.326 -0.805 0.36
O 1.406 -1.422 -0.221 -0.72
C -0.579 -0.193 -0.777 0.20
C -1.774 -0.243 -1.425 -0.22
C -2.171 -1.377 -2.183 0.98
C -3.395 -1.463 -2.862 -1.00
C -3.712 -2.582 -3.588 -0.60
H -4.657 -2.642 -4.107 0.42
H -4.082 -0.633 -2.800 0.43
H -2.436 0.609 -1.365 0.55
C -0.213 0.995 -0.034 0.00
N -1.074 1.938 0.272 -0.53
O -0.353 2.866 0.954 -0.13
C 0.909 2.411 1.014 0.13
N 1.043 1.270 0.417 -0.36
C 1.956 3.219 1.691 0.43
C 3.262 2.431 1.812 -1.11
C 3.118 1.260 2.779 -0.46
C 2.631 1.739 4.143 -0.74
C 1.306 2.482 4.007 -0.51
C 1.460 3.676 3.069 -1.13
H 0.508 4.199 2.962 0.44
H 2.188 4.374 3.487 0.47
H 0.548 1.801 3.611 0.30
H 0.965 2.827 4.985 0.35
H 2.509 0.886 4.814 0.36
H 3.374 2.408 4.584 0.33
H 2.414 0.541 2.360 0.27
H 4.081 0.758 2.884 0.34
H 3.548 2.054 0.829 0.37
H 4.042 3.109 2.167 0.45
H 2.122 4.107 1.067 0.31
H 0.541 -3.173 -1.632 0.20
H -0.916 -4.417 -3.063 0.29
H -3.454 -4.581 -5.493 0.35
H -2.387 -5.590 -4.507 0.34
H -4.074 -5.349 -4.038 0.33
```

## Properties
charge: 0
highest occupied orbital energy: -8.30 eV
SMILES string: Cc1ccc2cc(-c3noc(C4CCCCC4)n3)c(=O)[nH]c2c1
multiplicity: 1
M: 309.37 g mol⁻¹

=====

(two)
Molecular formula: C18H19N3O2
Method: DFT, ωB97M-V/def2-TZVPD

The geometry in XYZ format:
```
42
Properties=species:S:1:pos:R:3:mulliken_charge:R:1
O 1.067 -0.124 1.841 -0.73
C -0.074 0.460 1.948 0.75
N -0.428 1.723 1.785 -0.23
H -1.232 2.002 1.800 0.13
C 0.830 2.679 1.095 -0.48
H 0.616 3.544 1.724 0.38
H 1.830 2.193 1.682 0.27
C 0.555 2.587 -0.420 -1.04
C -0.845 2.892 -0.783 0.63
C -1.276 4.324 -0.704 -1.08
C -2.748 4.410 -0.986 -0.13
C -3.532 3.416 -1.376 -0.80
C -2.941 2.356 -1.361 -0.01
C -1.854 1.906 -0.942 -0.05
H -1.418 0.910 -1.102 0.41
H -3.721 1.387 -1.341 0.05
H -4.428 3.905 -1.430 0.42
H -2.877 5.593 -0.918 0.15
H -0.738 5.093 -0.550 0.69
H 0.805 1.584 -0.590 0.36
H 1.283 3.329 -0.768 0.43
C -1.220 -0.685 2.485 -1.14
H -2.091 -0.016 2.838 0.32
H -0.885 -1.397 3.193 0.38
C -1.854 -1.269 0.802 0.28
O -2.917 -0.987 0.647 -0.35
N -0.603 -1.808 0.452 0.30
N -1.122 -2.555 -0.797 -0.61
C 0.036 -3.152 -1.254 -0.59
C 1.373 -3.260 -0.882 0.91
C 2.281 -3.166 -1.950 -1.22
C 3.747 -3.283 -1.659 -1.02
C 3.982 -3.638 -0.221 -0.11
C 3.153 -3.811 0.677 -1.19
C 1.779 -3.687 0.348 0.34
H 0.737 -3.990 1.087 0.25
H 3.274 -4.139 1.525 0.72
H 5.039 -3.786 0.304 0.15
H 4.451 -3.154 -2.253 0.72
H 2.067 -2.997 -2.814 0.88
H -0.300 -3.366 -2.182 0.52
H 0.201 -2.024 1.051 0.35
```

## Properties
charge: 0
highest occupied orbital energy: -7.87 eV
SMILES string: O=C(CC(=O)N/N=C\c1ccccc1)NCCc1ccccc1
multiplicity: 1
M: 309.37 g mol⁻¹

=====

Question: which arrangement is favored energetically? Ranking from most to least stable: (one), (two).

=====

(one)
Molecular formula: C2H7OS2
Method: DFT, ωB97M-V/def2-TZVPD

The geometry in XYZ format:
```
12
Properties=species:S:1:pos:R:3:mulliken_charge:R:1
C -1.519 -1.717 1.385 0.02
O -1.581 -2.207 2.478 -0.43
H -2.374 -1.078 1.047 0.14
H 0.514 -3.423 4.586 0.11
H -0.911 -2.132 0.562 0.24
C -0.947 0.270 -1.513 -0.85
S 0.465 0.260 -0.415 -0.18
S 1.602 1.881 -1.006 -0.70
H -0.972 1.259 -1.974 0.31
H -0.861 -0.416 -2.362 0.25
H -1.922 0.143 -1.009 0.21
H 0.186 -3.528 3.916 -0.11
```

## Properties
charge: -1
highest occupied orbital energy: -2.26 eV
multiplicity: 1
M: 111.21 g mol⁻¹

=====

(two)
Molecular formula: C2H7OS2
Method: DFT, ωB97M-V/def2-TZVPD

The geometry in XYZ format:
```
12
Properties=species:S:1:pos:R:3:mulliken_charge:R:1
C 1.748 1.704 1.416 0.19
O 2.666 2.485 1.411 -0.49
H 0.804 1.616 0.839 0.07
H 4.309 -2.607 -3.609 -0.01
H 1.838 0.774 1.988 0.18
C -3.195 -0.344 -0.115 -0.79
S -1.457 -0.213 0.538 -0.20
S -1.244 0.152 2.550 -0.68
H -3.919 0.204 0.483 0.29
H -3.403 -1.357 -0.487 0.23
H -3.084 0.258 -1.028 0.20
H 4.936 -2.672 -3.985 0.01
```

## Properties
charge: -1
highest occupied orbital energy: -2.30 eV
multiplicity: 1
M: 111.21 g mol⁻¹

=====

(three)
Molecular formula: C2H7OS2
Method: DFT, ωB97M-V/def2-TZVPD

The geometry in XYZ format:
```
12
Properties=species:S:1:pos:R:3:mulliken_charge:R:1
C -0.678 -2.156 -0.139 0.36
O -0.003 -3.198 0.247 -0.54
H -0.207 -1.168 -0.138 -0.19
H -4.643 -0.810 1.397 -0.01
H -1.736 -2.230 -0.371 0.25
C 2.372 0.950 -0.098 -0.66
S 0.673 1.178 0.414 -0.24
S -1.128 1.049 -0.586 -0.63
H 3.057 1.398 0.724 0.20
H 2.614 -0.174 -0.254 0.19
H 2.563 1.528 -0.986 0.25
H -4.502 -1.357 1.827 0.01
```

## Properties
charge: -1
highest occupied orbital energy: -2.48 eV
multiplicity: 1
M: 111.21 g mol⁻¹

=====

Question: which arrangement is favored energetically? Ranking from most to least stable: (one), (two), (three).

=====

(one)
Molecular formula: C37H30BrCsF3IN4O3S2
Method: DFT, ωB97M-V/def2-TZVPD

The geometry in XYZ format:
```
82
Properties=species:S:1:pos:R:3:mulliken_charge:R:1
Cs -0.036 0.940 0.028 1.25
C -3.260 1.338 2.371 -1.10
C -3.899 0.836 1.111 0.71
N -5.091 1.257 0.771 -0.72
C -5.671 0.744 -0.323 -1.16
C -5.131 -0.286 -1.067 0.88
C -5.936 -0.911 -2.180 -0.76
O -6.206 -2.290 -1.992 -0.59
C -3.866 -0.789 -0.704 1.27
C -3.246 -1.903 -1.379 -1.30
N -2.413 -2.755 -0.920 -0.59
C -2.069 -2.931 0.393 -0.29
C -3.022 -3.223 1.370 0.05
C -2.644 -3.557 2.656 -0.82
C -1.302 -3.615 2.990 -0.55
C -0.342 -3.348 2.029 -0.46
C -0.719 -3.012 0.750 0.17
I 0.705 -2.473 -0.688 0.26
C -3.150 -0.142 0.361 0.43
O -1.944 -0.375 0.620 -1.01
H -3.995 1.816 3.014 0.37
H -2.464 2.049 2.139 0.14
H -2.802 0.492 2.886 0.27
H -6.642 1.168 -0.560 0.28
H -5.426 -0.765 -3.146 0.26
H -6.914 -0.425 -2.248 0.38
H -5.363 -2.704 -1.765 0.50
H -3.469 -2.033 -2.440 0.60
H -4.069 -3.191 1.105 0.42
H -3.405 -3.758 3.401 0.34
H -0.996 -3.872 3.994 0.40
H 0.710 -3.404 2.271 0.52
S 4.592 -1.679 -1.934 -0.53
C 3.418 -1.411 -3.120 0.17
C 3.784 -1.298 -4.485 -0.76
C 2.826 -1.062 -5.431 -0.18
C 1.487 -0.944 -5.039 -0.84
C 1.209 -1.085 -3.696 0.02
N 2.123 -1.310 -2.768 -0.17
H 4.824 -1.416 -4.751 0.38
H 3.095 -0.977 -6.477 0.34
H 0.697 -0.776 -5.757 0.41
H 0.180 -1.055 -3.341 0.31
Br -2.853 3.366 -6.528 -0.24
C -2.691 3.695 -4.653 0.16
C -2.038 4.834 -4.223 -0.25
C -1.980 5.021 -2.849 -0.37
C -2.551 4.078 -2.005 -0.63
C -3.168 2.972 -2.568 -0.05
N -3.240 2.791 -3.883 -0.45
H -1.603 5.530 -4.925 0.40
H -1.489 5.893 -2.447 0.38
H -2.509 4.211 -0.936 0.43
H -3.638 2.198 -1.973 0.63
F -0.612 5.362 1.010 -0.28
C 0.182 4.321 0.458 -0.03
F 0.421 4.847 -0.845 -0.28
F 1.427 4.579 1.071 -0.31
O 1.468 -0.089 1.655 -0.79
S 2.790 -0.357 1.084 0.57
C 3.863 0.841 1.958 0.41
C 3.273 1.642 2.919 -0.29
C 4.036 2.552 3.627 -0.73
C 5.389 2.665 3.358 -0.42
C 5.976 1.868 2.388 -0.64
C 5.216 0.946 1.687 -0.38
C 3.494 -1.655 2.131 0.83
C 4.658 -2.290 1.739 -0.19
C 5.245 -3.199 2.601 -0.65
C 4.660 -3.480 3.826 -0.46
C 3.462 -2.879 4.182 -0.60
C 2.878 -1.954 3.333 -0.67
H 2.211 1.554 3.093 0.38
H 3.575 3.177 4.379 0.39
H 5.994 3.380 3.897 0.36
H 7.032 1.966 2.177 0.39
H 5.659 0.319 0.929 0.39
H 5.063 -2.087 0.757 0.06
H 6.163 -3.695 2.316 0.42
H 5.138 -4.181 4.500 0.35
H 2.994 -3.136 5.124 0.41
H 1.943 -1.472 3.583 0.43
```

## Properties
charge: -2
highest occupied orbital energy: -2.20 eV
multiplicity: 1
M: 1039.51 g mol⁻¹

=====

(two)
Molecular formula: C37H30BrCsF3IN4O3S2
Method: DFT, ωB97M-V/def2-TZVPD

The geometry in XYZ format:
```
82
Properties=species:S:1:pos:R:3:mulliken_charge:R:1
Cs -1.441 -0.202 -0.205 1.26
C -3.970 -2.031 1.923 -0.88
C -2.812 -2.456 2.788 0.93
N -3.030 -2.661 4.065 -0.73
C -2.012 -3.071 4.858 -1.08
C -0.756 -3.334 4.384 0.76
C 0.292 -3.838 5.335 -0.86
O 0.670 -5.206 5.122 -0.60
C -0.499 -3.177 3.001 1.63
C 0.842 -3.530 2.510 -1.40
N 1.251 -4.040 1.414 -0.63
C 0.366 -4.478 0.413 0.01
C -0.665 -5.375 0.686 0.23
C -1.475 -5.861 -0.327 -0.72
C -1.268 -5.466 -1.642 -0.59
C -0.227 -4.595 -1.934 -0.42
C 0.591 -4.123 -0.918 0.00
I 2.162 -2.834 -1.393 0.16
C -1.511 -2.646 2.159 0.30
O -1.325 -2.320 0.945 -1.27
H -4.895 -2.343 2.407 0.37
H -4.017 -0.943 1.788 -0.01
H -3.890 -2.483 0.932 0.25
H -2.240 -3.212 5.910 0.31
H 1.182 -3.204 5.307 0.26
H -0.103 -3.798 6.348 0.39
H 0.843 -5.324 4.181 0.47
H 1.651 -3.342 3.223 0.57
H -0.840 -5.663 1.715 0.37
H -2.282 -6.542 -0.084 0.37
H -1.907 -5.831 -2.437 0.37
H -0.046 -4.281 -2.954 0.35
S 3.083 3.355 -0.224 -0.43
C 2.883 2.354 -1.619 0.01
C 3.753 2.499 -2.744 -0.57
C 3.634 1.694 -3.848 -0.17
C 2.630 0.719 -3.884 -0.84
C 1.813 0.644 -2.772 -0.48
N 1.907 1.412 -1.684 -0.12
H 4.514 3.266 -2.687 0.37
H 4.312 1.818 -4.689 0.33
H 2.494 0.050 -4.724 0.41
H 1.012 -0.093 -2.753 0.60
Br -0.353 5.006 1.530 -0.16
C 0.561 3.496 2.246 0.33
C 1.526 3.743 3.212 -0.49
C 2.134 2.652 3.798 -0.35
C 1.773 1.380 3.386 -0.74
C 0.845 1.266 2.370 0.16
N 0.210 2.308 1.821 0.04
H 1.777 4.758 3.484 0.38
H 2.888 2.794 4.562 0.35
H 2.231 0.494 3.804 0.42
H 0.563 0.286 2.007 -0.05
F -4.939 1.297 1.869 -0.30
C -4.288 1.736 0.700 -0.10
F -5.405 2.156 -0.071 -0.32
F -3.805 3.006 1.149 -0.27
O -1.737 1.455 -1.890 -0.77
S -1.836 2.843 -1.328 1.03
C -0.757 3.841 -2.386 0.90
C -0.137 3.222 -3.453 -0.54
C 0.721 3.959 -4.260 -0.56
C 0.942 5.303 -3.996 -0.56
C 0.295 5.919 -2.931 -0.73
C -0.560 5.188 -2.123 -0.40
C -3.364 3.545 -1.963 0.02
C -3.899 4.665 -1.351 0.06
C -5.069 5.210 -1.854 -0.68
C -5.702 4.622 -2.942 -0.42
C -5.162 3.485 -3.530 -0.71
C -3.982 2.939 -3.041 -0.41
H -0.308 2.169 -3.625 0.38
H 1.243 3.464 -5.069 0.38
H 1.634 5.870 -4.608 0.35
H 0.472 6.966 -2.714 0.37
H -1.059 5.663 -1.288 0.28
H -3.436 5.066 -0.457 0.37
H -5.510 6.073 -1.370 0.37
H -6.629 5.039 -3.319 0.35
H -5.667 3.013 -4.364 0.37
H -3.547 2.040 -3.463 0.36
```

## Properties
charge: -2
highest occupied orbital energy: -1.76 eV
multiplicity: 1
M: 1039.51 g mol⁻¹

=====

Question: which arrangement is favored energetically? Ranking from most to least stable: (one), (two).